1.
The molecule C5H9NO4 in a non-equilibrium geometry. Source: the Open Molecules 2025 dataset; level of theory: ωB97M-V/def2-TZVPD.

Calculated values
HOMO-LUMO gap ... 0.3953 Eh
Net charge ... 0
LUMO energy ... 0.0174 hartree
SMILES ... [H]/N=C(/O)[C@H](O)CC(=O)OC
Total energy ... -15010.49350 eV

Cartesian coordinates (Å):
H (-2.85, -0.47, 0.69)
N (-2.67, -0.89, 1.60)
C (-1.45, -0.79, 1.94)
O (-1.12, -1.42, 3.07)
C (-0.22, -0.63, 1.06)
O (0.76, 0.11, 1.75)
C (-0.53, 0.09, -0.24)
C (0.68, 0.21, -1.13)
O (1.51, -0.66, -1.29)
O (0.71, 1.37, -1.76)
C (1.80, 1.62, -2.65)
H (-1.81, -2.19, 3.10)
H (0.17, -1.64, 0.82)
H (1.06, -0.40, 2.51)
H (-0.94, 1.09, -0.04)
H (-1.28, -0.48, -0.82)
H (1.64, 2.63, -3.04)
H (2.75, 1.56, -2.11)
H (1.79, 0.89, -3.47)

***

2.
A structure of composition C22H49N2OP3RhS in a non-equilibrium geometry. Source: the Open Molecules 2025 dataset; level of theory: ωB97M-V/def2-TZVPD.

Calculated values
HOMO-LUMO gap (spin up / spin down) ... 0.2282 / 0.0786 Eh
Net charge ... +3
2S+1 ... 5
LUMO energy (spin up / spin down) ... -0.3193 / -0.4680 hartree
Total energy ... -70317.55730 eV

Cartesian coordinates (Å):
Rh (-0.37, -0.04, 0.05)
P (-0.48, 1.52, 1.67)
P (0.02, -1.82, 1.60)
P (0.26, 1.40, -1.87)
H (-2.57, -1.65, 0.00)
C (-2.10, -1.19, -0.87)
C (-0.94, -1.73, -1.46)
H (-0.58, -2.73, -1.17)
C (-2.19, 1.58, 2.30)
C (0.51, 1.36, 3.22)
C (0.01, 3.21, 1.13)
C (0.19, -3.54, 1.00)
C (1.38, -1.82, 2.83)
C (-1.48, -1.96, 2.64)
C (0.62, 0.40, -3.37)
C (1.80, 2.43, -1.90)
C (-0.97, 2.56, -2.56)
H (-2.75, -0.58, -1.50)
H (-0.72, -1.45, -2.49)
H (-2.51, 2.62, 2.35)
H (-2.22, 1.14, 3.30)
H (-2.88, 1.00, 1.68)
H (0.51, 2.32, 3.78)
H (1.55, 1.10, 3.00)
H (0.05, 0.60, 3.87)
H (-0.32, 3.94, 1.89)
H (-0.45, 3.47, 0.16)
H (1.10, 3.27, 1.04)
H (0.38, -4.20, 1.87)
H (1.03, -3.66, 0.30)
H (-0.73, -3.88, 0.53)
H (1.34, -2.76, 3.40)
H (1.31, -0.99, 3.53)
H (2.36, -1.77, 2.34)
H (-1.49, -2.96, 3.10)
H (-2.37, -1.85, 2.03)
H (-1.48, -1.20, 3.43)
H (0.93, 1.09, -4.18)
H (-0.28, -0.13, -3.71)
H (1.43, -0.31, -3.17)
H (1.72, 3.13, -2.75)
H (2.68, 1.81, -2.05)
H (1.93, 3.02, -0.98)
H (-0.66, 2.86, -3.57)
H (-1.05, 3.44, -1.92)
H (-1.95, 2.07, -2.59)
C (-4.46, 1.98, -1.26)
C (-5.44, 2.35, -0.32)
C (-6.69, 2.75, -0.81)
C (-6.98, 2.74, -2.17)
C (-5.99, 2.36, -3.09)
C (-4.72, 1.98, -2.64)
O (-3.19, 1.58, -0.92)
H (-3.00, 1.36, 0.02)
H (-5.21, 2.34, 0.74)
H (-7.46, 3.06, -0.09)
H (-7.97, 3.01, -2.53)
H (-6.20, 2.33, -4.15)
H (-3.94, 1.67, -3.32)
C (2.59, -2.52, -1.79)
N (3.51, -2.53, -0.65)
C (4.78, -3.22, -0.88)
C (3.47, -1.43, 0.16)
S (2.33, -0.17, -0.09)
N (4.45, -1.28, 1.10)
C (4.90, -2.44, 1.88)
C (4.53, 0.00, 1.80)
H (2.68, -3.47, -2.33)
H (2.84, -1.70, -2.48)
H (1.56, -2.40, -1.45)
H (5.62, -2.53, -0.76)
H (4.91, -4.08, -0.21)
H (4.78, -3.59, -1.91)
H (5.90, -2.77, 1.56)
H (4.96, -2.14, 2.93)
H (4.20, -3.28, 1.81)
H (4.67, 0.81, 1.08)
H (3.62, 0.20, 2.37)
H (5.38, -0.05, 2.48)

***

3.
A structure of composition C27H43F2NO8S3 in a non-equilibrium geometry. Source: the Open Molecules 2025 dataset; level of theory: ωB97M-V/def2-TZVPD.

Calculated values
HOMO-LUMO gap ... 0.3362 Eh
Net charge ... 0
LUMO energy ... -0.0015 hartree
Total energy ... -84493.94926 eV

Cartesian coordinates (Å):
C (-56.63, 25.46, 11.81)
C (-56.18, 26.82, 11.78)
O (-56.48, 27.68, 12.53)
N (-55.05, 27.18, 10.80)
H (-54.17, 26.16, 10.76)
H (-55.42, 26.90, 9.77)
C (-54.30, 28.48, 10.81)
H (-57.11, 25.24, 10.94)
H (-57.47, 25.47, 12.55)
H (-56.09, 24.65, 11.94)
H (-53.81, 28.49, 11.65)
H (-55.02, 29.19, 10.82)
H (-53.87, 28.34, 9.80)
O (-53.67, 25.04, 10.73)
H (-53.47, 24.27, 10.52)
F (-51.54, 23.09, 13.06)
C (-51.98, 23.71, 14.17)
C (-51.88, 23.06, 15.42)
C (-52.40, 23.69, 16.53)
C (-53.04, 24.91, 16.39)
C (-53.16, 25.54, 15.13)
C (-52.55, 24.94, 14.05)
H (-51.55, 21.93, 15.46)
H (-52.41, 23.44, 17.56)
H (-53.62, 25.39, 17.31)
H (-53.57, 26.45, 14.91)
H (-52.47, 25.36, 13.04)
F (-50.99, 28.81, 12.51)
C (-50.41, 28.38, 11.30)
C (-49.67, 29.23, 10.51)
C (-49.15, 28.79, 9.23)
C (-49.55, 27.55, 8.73)
C (-50.29, 26.67, 9.61)
C (-50.73, 27.10, 10.91)
H (-49.42, 30.15, 10.69)
H (-48.56, 29.47, 8.71)
H (-49.61, 27.33, 7.66)
H (-50.38, 25.53, 9.31)
H (-51.43, 26.39, 11.33)
C (-55.01, 21.83, 12.06)
C (-56.18, 20.86, 11.82)
C (-56.28, 20.06, 12.89)
S (-56.16, 21.14, 14.21)
O (-55.48, 20.56, 15.37)
O (-57.44, 21.91, 14.43)
C (-55.03, 22.18, 13.55)
H (-55.14, 22.69, 11.40)
H (-53.95, 21.50, 11.87)
H (-56.08, 20.13, 10.92)
H (-57.08, 21.57, 11.48)
H (-55.44, 19.32, 13.09)
H (-57.21, 19.42, 13.01)
H (-54.02, 22.00, 14.16)
H (-55.17, 23.15, 13.49)
C (-50.21, 22.46, 10.07)
C (-49.86, 21.07, 10.10)
C (-50.90, 20.18, 9.87)
S (-52.08, 20.98, 8.75)
O (-53.36, 21.10, 9.31)
O (-51.98, 20.57, 7.39)
C (-51.22, 22.54, 8.81)
H (-49.41, 23.14, 9.91)
H (-50.68, 22.48, 10.95)
H (-49.46, 20.57, 10.99)
H (-49.02, 20.74, 9.49)
H (-51.52, 20.19, 10.71)
H (-50.70, 19.28, 9.54)
H (-52.00, 23.20, 9.11)
H (-50.83, 22.69, 7.91)
C (-54.95, 22.77, 5.93)
C (-55.34, 24.19, 6.26)
C (-55.86, 24.23, 7.52)
S (-56.91, 22.89, 7.70)
O (-58.25, 23.14, 7.16)
O (-56.84, 22.24, 8.98)
C (-56.19, 21.84, 6.52)
H (-54.11, 22.47, 6.62)
H (-54.79, 22.52, 4.80)
H (-55.92, 24.32, 5.47)
H (-54.33, 24.57, 6.19)
H (-56.49, 25.33, 7.48)
H (-55.25, 24.29, 8.29)
H (-56.95, 21.59, 5.85)
H (-55.91, 20.99, 7.15)

***

4.
A structure of composition C30H52InN4O13P4SSb in a non-equilibrium geometry. Source: the Open Molecules 2025 dataset; level of theory: ωB97M-V/def2-TZVPD.

Calculated values
HOMO-LUMO gap ... 0.3103 Eh
Net charge ... +2
LUMO energy ... -0.2017 hartree
Total energy ... -124235.06249 eV

Cartesian coordinates (Å):
In (-0.80, 0.00, 0.06)
S (5.14, -3.57, 3.40)
N (4.98, -2.83, 1.98)
C (3.80, -2.22, 1.94)
C (3.28, -1.41, 0.87)
C (4.05, -0.99, -0.22)
C (3.47, -0.14, -1.15)
C (2.14, 0.23, -1.00)
N (1.42, -0.18, 0.02)
C (1.96, -0.94, 0.98)
C (1.19, -1.16, 2.19)
N (-0.01, -0.59, 2.26)
C (-0.64, -0.53, 3.41)
C (-0.15, -1.12, 4.57)
C (1.04, -1.81, 4.51)
C (1.75, -1.83, 3.30)
C (3.05, -2.42, 3.14)
N (3.71, -3.15, 4.02)
H (5.07, -1.31, -0.30)
H (4.05, 0.23, -1.98)
H (1.61, 0.88, -1.69)
H (-1.57, 0.04, 3.40)
H (-0.68, -1.03, 5.50)
H (1.46, -2.30, 5.37)
C (2.17, -3.67, -3.43)
C (1.92, -4.08, -1.98)
C (3.24, -4.14, -1.22)
O (1.05, -3.14, -1.30)
P (-0.49, -3.42, -1.11)
O (-0.98, -2.59, 0.02)
C (-1.42, -3.20, -2.67)
P (-1.29, -1.41, -2.98)
O (-0.33, -0.88, -1.98)
O (-0.80, -1.31, -4.47)
C (0.01, -0.23, -5.01)
C (1.45, -0.38, -4.54)
C (-0.56, 1.13, -4.66)
O (-2.72, -0.74, -2.80)
C (-3.89, -0.98, -3.65)
C (-3.73, -0.40, -5.05)
C (-5.10, -0.35, -2.98)
O (-0.69, -4.98, -0.95)
C (-0.62, -5.82, 0.23)
C (-2.00, -5.92, 0.85)
C (0.41, -5.30, 1.22)
H (2.73, -4.47, -3.92)
H (2.77, -2.76, -3.46)
H (1.25, -3.52, -3.97)
H (1.43, -5.06, -1.95)
H (3.78, -3.21, -1.33)
H (3.85, -4.94, -1.62)
H (3.08, -4.33, -0.16)
H (-2.43, -3.55, -2.52)
H (-0.97, -3.78, -3.47)
H (-0.05, -0.40, -6.09)
H (1.97, 0.57, -4.64)
H (1.99, -1.13, -5.12)
H (1.44, -0.67, -3.49)
H (-0.63, 1.24, -3.58)
H (-1.55, 1.27, -5.09)
H (0.08, 1.90, -5.07)
H (-4.02, -2.07, -3.72)
H (-3.63, 0.68, -4.98)
H (-4.63, -0.63, -5.62)
H (-2.87, -0.82, -5.56)
H (-5.06, 0.73, -3.11)
H (-5.15, -0.59, -1.93)
H (-6.00, -0.71, -3.47)
H (-0.31, -6.79, -0.17)
H (-2.29, -4.96, 1.26)
H (-1.99, -6.66, 1.65)
H (-2.73, -6.24, 0.11)
H (0.20, -4.27, 1.47)
H (1.42, -5.37, 0.81)
H (0.38, -5.91, 2.12)
C (-3.65, 4.31, 0.15)
C (-2.39, 3.53, -0.18)
O (-1.38, 4.34, -0.73)
P (-1.54, 2.88, 1.28)
O (-1.19, 4.13, 2.18)
O (-2.58, 2.08, 2.19)
O (-0.36, 2.01, 1.07)
P (-2.67, 2.17, -1.39)
O (-3.78, 1.26, -0.60)
O (-3.18, 2.65, -2.67)
O (-1.37, 1.40, -1.39)
H (-3.42, 5.16, 0.79)
H (-4.36, 3.65, 0.65)
H (-4.10, 4.68, -0.77)
H (-1.60, 4.53, -1.66)
H (-0.57, 4.73, 1.77)
H (-3.13, 2.68, 2.70)
H (-4.59, 1.35, -1.11)
C (-4.16, -2.58, -0.25)
Sb (-3.21, -1.12, 1.03)
C (-2.90, -2.52, 2.65)
C (-4.94, -0.18, 1.94)
H (-5.19, -2.71, 0.06)
H (-3.60, -3.51, -0.11)
H (-4.10, -2.29, -1.28)
H (-3.67, -3.28, 2.58)
H (-2.98, -2.03, 3.62)
H (-1.92, -2.98, 2.55)
H (-5.56, -0.97, 2.35)
H (-5.51, 0.39, 1.21)
H (-4.60, 0.47, 2.74)